Record 1
Formula: C21H45AlBrClF2KN2O7S
Source: the Open Molecules 2025 dataset
Level of theory: wB97M-V/def2-TZVPD

Geometry (Å):
Br -3.528 1.406 -1.402
K 1.882 6.409 3.650
Cl -1.053 4.454 -3.156
S 1.127 -0.134 0.074
Al 0.192 3.287 -1.194
F -2.310 -0.090 4.644
F -0.296 -5.149 2.454
O -0.411 0.489 -3.432
O -1.190 5.751 -2.566
O -1.610 3.446 -2.249
O -1.734 4.407 -4.413
O 2.726 -0.978 -2.745
O -0.384 5.009 0.188
O 0.364 4.151 -3.343
N -2.346 -1.570 -1.717
N -0.499 -2.334 0.597
C -1.028 -0.945 -1.453
C 0.258 5.192 1.364
C 1.763 -0.596 -3.728
C -0.090 6.600 1.883
C -2.742 -2.582 -0.714
C -0.230 1.501 2.717
C 1.777 5.109 1.100
C -1.550 -3.278 0.067
C -1.510 0.021 0.895
C 1.100 0.982 3.463
C -1.030 0.487 -2.138
C -1.112 0.203 2.414
C 4.411 -2.127 -4.235
C 1.000 0.748 -3.336
C -0.568 -0.946 0.064
C 0.844 -3.004 0.365
C -1.304 -6.391 0.528
C 3.287 -2.252 -3.123
C -2.216 -4.027 1.312
C 0.718 0.534 4.943
C -1.499 -5.361 1.714
H 1.602 -2.692 1.142
H 3.768 -2.730 -2.218
H 4.023 -2.261 -5.282
H -2.180 0.716 -2.365
H -0.289 -6.313 0.043
H 0.449 6.807 2.811
H 4.985 -1.175 -4.089
H 0.881 1.229 0.026
H -0.604 -2.331 1.629
H -2.570 -0.377 0.859
H 0.304 -0.516 4.974
H -3.329 -3.379 -1.261
H 1.407 0.029 2.932
H 0.045 2.075 1.777
H -3.249 -4.323 0.952
H -1.083 -4.005 -0.662
H 1.218 -2.839 -0.686
H -0.643 1.334 -1.464
H -1.156 6.693 2.099
H 2.338 5.298 2.019
H 2.111 5.840 0.359
H -3.462 -2.175 0.063
H -2.050 -6.157 -0.294
H 0.971 -1.401 -3.828
H -2.187 -5.880 2.447
H -2.241 -2.077 -2.597
H -0.057 1.207 5.411
H -0.623 -0.686 2.895
H -2.090 0.364 2.992
H 0.178 7.386 1.170
H -2.392 -3.342 2.189
H -0.259 -1.563 -2.019
H -1.581 1.058 0.448
H 2.066 4.115 0.746
H -1.531 -7.452 0.832
H 1.917 1.751 3.424
H 1.335 1.186 -2.354
H 1.623 0.527 5.624
H 2.473 -2.960 -3.455
H 0.058 4.500 2.207
H -0.744 2.151 3.485
H 0.764 -4.126 0.478
H 2.211 -0.458 -4.760
H 5.134 -2.976 -4.051
H 1.247 1.504 -4.142

Summary:
**LUMO level**: -0.251 Eh
**Gap between HOMO and LUMO**: 2.4768 eV
**Total charge**: +1

Results of the Löwdin charge analysis, in e, for atoms 1 through 8: atom 1 (Br): 0.55, atom 2 (K): 1.06, atom 3 (Cl): 0.70, atom 4 (S): 0.89, atom 5 (Al): 0.86, atom 6 (F): -0.59, atom 7 (F): -0.05, atom 8 (O): -0.11

Record 2
Formula: C21H45AuGeNOSi3
Source: the Open Molecules 2025 dataset
Level of theory: wB97M-V/def2-TZVPD

Geometry (Å):
Au 0.360 0.197 -0.703
Ge 2.790 1.551 -2.157
Si -1.764 -1.444 1.132
Si 1.141 -0.963 2.015
Si -0.814 1.282 2.131
O -0.690 2.393 -2.433
N -0.373 -2.630 -0.958
C -2.182 -4.631 -1.604
C -3.504 -0.891 0.734
C -1.806 3.323 -2.585
C -1.598 2.488 0.911
C -0.113 -3.508 -1.941
C -1.880 -2.422 2.753
C 1.090 -0.931 3.932
C -2.019 0.353 -2.791
C 2.500 2.345 -4.010
C 2.182 3.017 -0.962
C 4.728 1.330 -1.736
C -2.172 0.943 3.373
C 2.868 -0.181 1.532
C 0.669 2.323 2.851
C -1.002 1.109 -2.030
C -2.443 -3.772 -0.548
C -0.358 -0.274 1.263
C 1.688 -0.048 -2.278
C -0.966 -4.543 -2.327
C -1.527 -2.740 -0.306
C 1.503 -2.762 1.611
H 2.001 1.635 -4.692
H -2.439 2.133 0.302
H 3.495 2.659 -4.354
H -0.879 2.941 0.197
H 1.144 2.949 2.100
H -3.837 -1.422 -0.182
H 1.967 3.267 -4.216
H -2.861 -5.464 -1.754
H 4.960 1.021 -0.738
H -2.970 0.295 3.047
H -2.240 -0.459 -2.096
H -2.536 -3.256 2.568
H 5.177 0.577 -2.462
H 2.303 -0.972 -2.145
H -0.728 -5.252 -3.129
H 2.047 -2.729 0.691
H -4.147 -1.178 1.575
H -2.656 1.839 3.825
H 0.626 -3.340 1.320
H 2.749 0.852 1.319
H -0.958 -2.754 3.170
H 0.129 -0.566 4.248
H 3.430 -0.308 2.443
H 0.103 2.893 3.529
H 3.354 -0.808 0.803
H -3.296 -3.947 0.129
H -2.010 3.319 1.375
H -1.742 0.491 4.297
H -2.876 1.023 -2.950
H 1.964 2.813 0.064
H 1.919 -0.536 4.512
H -2.533 2.992 -3.343
H 1.396 3.548 -1.529
H -2.370 -1.897 3.649
H 1.049 -2.015 4.201
H 3.041 3.713 -0.952
H -3.544 0.142 0.539
H 5.195 2.228 -1.992
H -1.689 0.104 -3.780
H -2.347 3.383 -1.620
H 1.277 -0.079 -3.300
H 1.446 1.702 3.328
H 0.833 -3.442 -2.407
H 2.120 -3.288 2.388
H -1.375 4.279 -2.849

Summary:
**LUMO level (alpha / beta)**: 0.104 / 0.103 Eh
**<S²>**: 2.0098
**Relative energy (zero: lowest compared OMol25 entry of this formula, charge and spin)**: 56.80 kJ/mol
**Gap between HOMO and LUMO (alpha / beta)**: 5.0971 / 7.0788 eV
**Total charge**: -1
**Multiplicity**: 3

Results of the Löwdin charge analysis, in e, for atoms 1 through 8: atom 1 (Au): 0.90, atom 2 (Ge): 0.74, atom 3 (Si): 0.45, atom 4 (Si): 0.34, atom 5 (Si): 0.38, atom 6 (O): -0.24, atom 7 (N): 0.04, atom 8 (C): -0.09